1.
ORCA calculation (ωB97M-V with the def2-TZVPD basis set) on a molecular structure, C20H28LaNO2.

Geometry as XYZ:
```
52
Properties=species:S:1:pos:R:3
O 0.229 2.452 -1.188
C 0.980 3.164 -2.204
C -0.267 4.004 -2.572
H 1.351 2.496 -3.003
H 1.790 3.701 -1.691
C -1.014 3.132 -1.511
H -0.673 3.894 -3.597
H -0.121 5.064 -2.338
C -2.005 2.138 -2.109
H -1.571 1.672 -3.011
H -2.945 2.644 -2.385
H -2.227 1.360 -1.364
C -1.598 3.799 -0.284
H -0.892 4.469 0.209
H -1.830 2.989 0.416
H -2.508 4.332 -0.575
La 0.656 -1.736 1.479
C 1.334 0.387 3.175
C 2.367 -0.586 3.351
C 3.120 -0.648 2.138
H 2.660 -1.031 4.329
C 2.535 0.276 1.204
C 1.441 0.926 1.849
H 0.895 1.794 1.455
H 0.722 0.790 3.987
H 4.075 -1.178 2.005
H 2.914 0.548 0.210
C -1.400 -1.686 3.080
C -1.596 -0.497 2.267
C -2.224 -0.881 1.061
H -1.425 0.533 2.590
C -2.323 -2.309 1.043
C -1.819 -2.819 2.278
H -2.013 -3.813 2.709
H 0.072 -1.894 6.292
H -2.708 -0.174 0.378
H -2.866 -2.893 0.293
O 0.653 -1.858 -0.789
C -0.102 -1.266 -1.988
C 0.307 -2.063 -3.219
H 0.204 -0.218 -2.093
H -1.171 -1.342 -1.771
C 1.279 -3.139 -2.776
H 0.812 -1.378 -3.899
H -0.576 -2.425 -3.751
C 1.413 -3.106 -1.247
H 2.286 -2.932 -3.143
H 0.989 -4.119 -3.149
H 2.461 -2.992 -0.911
H 0.937 -3.978 -0.763
N -0.023 -1.843 5.289
C -0.585 -1.760 4.244
```

Properties
- Calculated total energy: -1015.4849 Eh
- Relative energy (zero: lowest compared OMol25 entry of this formula, charge and spin): 25.0 kcal/mol
- LUMO energy (alpha / beta): 0.00351 / 0.00371 hartree
- F_max: 4.9 eV/Å



2.
ORCA calculation (ωB97M-V with the def2-TZVPD basis set) on 3 unconnected molecules or ions with the total composition C4H11ClN2O.

Geometry as XYZ:
```
19
Properties=species:S:1:pos:R:3
C -0.830 1.293 1.780
C 0.690 -0.549 0.787
C -0.012 -0.002 1.982
C -0.175 0.201 -2.299
N -0.012 1.486 -2.514
N -0.099 -0.567 -3.363
O -0.160 -0.611 2.999
Cl 0.834 -3.512 3.326
H -0.475 1.943 2.668
H -1.899 1.089 1.977
H -0.613 1.635 0.812
H -0.100 -0.832 0.090
H 1.095 -1.500 1.133
H 1.504 0.062 0.337
H 0.241 1.718 -3.510
H -0.288 2.287 -1.959
H 0.286 -0.254 -4.271
H -0.170 -1.533 -3.331
H 0.182 -2.354 3.356
```

Properties
- Calculated total energy: -803.7379 Eh
- Relative energy (zero: lowest compared OMol25 entry of this formula, charge and spin): 13.7 kcal/mol
- ⟨S²⟩: 2.006
- 2S+1: 3
- LUMO energy (alpha / beta): 0.03221 / -0.08856 hartree
- F_max: 7.5 eV/Å



3.
ORCA calculation (ωB97M-V with the def2-TZVPD basis set) on 2 unconnected molecules or ions with the total composition C3H8N2O.

Geometry as XYZ:
```
14
Properties=species:S:1:pos:R:3
C -2.411 -0.892 -0.312
C -1.118 -1.165 -0.389
O -0.452 -1.429 0.776
H -3.000 -0.668 -1.181
H -2.919 -0.869 0.640
H -0.488 -1.241 -1.265
H 0.502 -1.432 0.708
N 0.632 1.624 0.649
C 1.707 1.186 -0.077
N 1.841 -0.061 -0.269
H 0.172 0.866 1.142
H 0.576 2.572 0.978
H 2.382 1.911 -0.528
H 2.575 -0.403 -0.871
```

Properties
- Calculated total energy: -303.8255 Eh
- Relative energy (zero: lowest compared OMol25 entry of this formula, charge and spin): 41.8 kcal/mol
- SMILES string: [H]/N=C/N.C=CO
- LUMO energy: 0.03520 hartree
- F_max: 1.1 eV/Å



4.
ORCA calculation (ωB97M-V with the def2-TZVPD basis set) on C5H5IN2O in the gas phase.

Geometry as XYZ:
```
14
Properties=species:S:1:pos:R:3
C -2.028 -1.808 -0.209
C -0.653 -0.243 -0.086
C 1.771 -0.461 -0.134
C 0.692 0.288 0.076
C 0.616 1.791 0.256
N -2.685 -0.705 -0.228
N -1.835 0.321 -0.096
O -0.675 -1.592 0.008
I 3.700 0.236 -0.146
H -2.398 -2.789 -0.121
H 1.700 -1.576 -0.311
H 1.399 2.259 -0.398
H -0.451 2.030 0.079
H 0.847 2.249 1.309
```

Properties
- Calculated total energy: -675.9061 Eh
- Relative energy (zero: lowest compared OMol25 entry of this formula, charge and spin): 27.4 kcal/mol
- SMILES string: C/C(=C\I)c1nnco1
- LUMO energy: 0.00298 hartree
- F_max: 2.7 eV/Å



5.
ORCA calculation (ωB97M-V with the def2-TZVPD basis set) on 13 unconnected molecules or ions with the total composition C18H62N14O13.

Geometry as XYZ:
```
107
Properties=species:S:1:pos:R:3
C 1.177 0.923 -4.301
C 2.379 1.457 -3.521
O 2.595 2.823 -3.895
H 0.199 1.067 -3.741
H 1.236 -0.219 -4.411
H 1.098 1.373 -5.268
H 3.279 0.916 -3.686
H 2.197 1.281 -2.517
H 3.417 3.181 -3.495
C -3.172 1.372 -1.584
C -4.546 0.834 -1.938
O -4.591 0.891 -3.343
H -3.061 1.231 -0.525
H -3.027 2.387 -1.664
H -2.309 0.833 -1.965
H -5.366 1.342 -1.464
H -4.595 -0.192 -1.630
H -4.492 1.801 -3.651
C -0.861 -2.978 -2.889
C -2.336 -2.467 -2.935
O -2.878 -2.835 -1.662
H -0.830 -4.065 -2.919
H -0.191 -2.640 -2.065
H -0.398 -2.630 -3.816
H -2.879 -3.045 -3.748
H -2.502 -1.402 -3.159
H -3.276 -3.695 -1.786
C -4.419 -1.833 0.984
C -5.364 -1.937 2.130
O -6.488 -1.115 1.698
H -3.541 -2.442 0.993
H -4.114 -0.862 0.854
H -4.957 -2.162 0.073
H -4.967 -1.551 3.056
H -5.643 -3.017 2.207
H -7.273 -1.631 1.899
C -2.088 -0.238 3.167
C -1.746 -1.633 3.789
O -0.739 -2.243 3.002
H -1.434 0.603 3.379
H -2.965 0.061 3.773
H -2.283 -0.170 2.076
H -2.716 -2.137 3.748
H -1.493 -1.648 4.902
H -0.298 -2.977 3.468
C 2.866 -2.366 -1.025
O 4.095 -3.069 -1.131
N 2.062 -2.607 -0.050
N 2.467 -1.400 -1.817
H 2.325 -3.289 0.649
H 1.120 -2.213 0.042
H 3.088 -1.405 -2.619
H 1.603 -1.110 -1.997
C 1.353 2.973 3.398
O 1.580 3.483 4.707
N 0.228 2.482 2.992
N 2.337 2.879 2.546
H -0.556 2.500 3.650
H -0.100 2.552 2.020
H 3.238 3.357 2.826
H 2.196 2.839 1.543
C 2.800 4.012 -0.397
O 2.050 5.224 -0.640
N 4.064 3.971 -0.399
N 2.209 2.875 -0.317
H 4.461 4.847 -0.292
H 4.508 3.056 -0.072
H 1.234 2.930 -0.556
H 2.775 1.945 -0.268
C -0.836 3.386 -0.655
O -1.429 4.701 -0.825
N -0.863 2.663 0.495
N -0.173 2.753 -1.523
H -1.738 2.845 0.908
H -0.507 1.672 0.602
H 0.019 3.132 -2.537
H -0.125 1.739 -1.514
C 4.687 0.797 -0.594
O 5.016 0.469 -1.894
N 5.312 1.601 0.197
N 3.474 0.561 -0.143
H 6.308 1.782 -0.119
H 4.986 1.719 1.182
H 3.013 -0.253 -0.729
H 3.367 0.423 0.994
C 2.421 -0.613 2.697
O 2.862 -1.920 2.907
N 3.121 0.407 2.428
N 1.179 -0.258 2.921
H 4.131 0.269 2.671
H 2.802 1.416 2.563
H 0.553 -0.888 3.322
H 0.726 0.703 2.932
C -0.132 -0.395 -0.428
O 0.002 0.003 -1.755
N -0.874 -1.324 0.005
N 0.416 0.352 0.452
H -1.404 -1.916 -0.647
H -1.043 -1.501 1.001
H 1.190 0.812 -0.034
H 0.692 0.082 1.410
C -0.748 -4.728 0.604
O -0.705 -6.132 0.796
H -1.726 -4.355 0.730
H -0.284 -4.429 -0.340
H -0.191 -4.130 1.391
H -1.249 -6.497 0.104
```

Properties
- Calculated total energy: -2467.4253 Eh
- LUMO energy: -0.01418 hartree
- F_max: 11.1 eV/Å



6.
ORCA calculation (ωB97M-V with the def2-TZVPD basis set) on 6 unconnected molecules or ions with the total composition C22H60B4N2O10.

Geometry as XYZ:
```
98
Properties=species:S:1:pos:R:3
C 0.502 1.690 -0.371
C 1.845 1.554 0.332
C 2.489 0.146 0.116
C 2.889 -0.552 1.428
B 3.668 0.377 -0.877
O 5.003 0.349 -0.479
B 5.705 1.465 -0.906
C 6.602 2.270 0.100
C 6.929 3.707 -0.279
O 7.779 4.314 0.702
C 5.680 4.561 -0.462
N 5.985 5.791 -1.205
O 5.536 1.862 -2.221
B 4.310 1.617 -2.833
B 3.944 2.427 -4.297
N 3.333 3.761 -4.331
O 4.271 1.802 -5.472
O 3.414 0.780 -2.186
H -0.004 2.624 -0.120
H -0.151 0.871 -0.061
H 0.615 1.641 -1.456
H 2.517 2.348 -0.023
H 1.719 1.718 1.404
H 1.733 -0.458 -0.393
H 2.999 0.173 2.236
H 3.837 -1.083 1.340
H 2.123 -1.262 1.740
H 7.538 1.713 0.227
H 6.102 2.249 1.077
H 7.522 3.715 -1.199
H 7.681 3.828 1.526
H 5.329 4.844 0.534
H 4.890 3.979 -0.951
H 5.126 6.210 -1.543
H 6.513 5.547 -2.037
H 2.725 3.932 -3.539
H 3.951 4.557 -4.428
H 4.632 2.374 -6.166
C -3.081 -0.746 0.145
C -2.112 -1.802 0.661
C -2.857 -2.870 1.443
O -1.116 -1.196 1.481
H -3.601 -0.308 1.002
H -2.553 0.054 -0.375
H -3.827 -1.171 -0.528
H -1.563 -2.243 -0.174
H -3.344 -2.392 2.295
H -2.182 -3.644 1.811
H -3.632 -3.342 0.835
H -1.570 -0.764 2.218
C 6.667 1.706 -10.179
C 6.863 1.704 -8.673
C 7.557 0.441 -8.188
O 5.615 1.879 -8.002
H 6.041 0.861 -10.479
H 6.175 2.623 -10.501
H 7.622 1.621 -10.700
H 7.454 2.575 -8.383
H 6.954 -0.438 -8.434
H 7.688 0.468 -7.107
H 8.534 0.324 -8.658
H 5.048 1.128 -8.213
C -6.992 0.370 3.127
C -6.625 -1.002 2.587
C -7.719 -2.027 2.823
O -5.390 -1.457 3.155
H -7.154 0.320 4.208
H -6.195 1.090 2.935
H -7.907 0.742 2.666
H -6.420 -0.926 1.517
H -7.902 -2.152 3.894
H -7.426 -2.998 2.423
H -8.656 -1.727 2.353
H -5.518 -1.553 4.106
C -2.873 -0.234 5.704
C -2.786 0.997 4.816
C -3.787 2.065 5.223
O -2.959 0.642 3.443
H -3.870 -0.679 5.630
H -2.144 -0.983 5.396
H -2.693 0.019 6.750
H -1.776 1.408 4.869
H -4.807 1.678 5.135
H -3.700 2.938 4.576
H -3.632 2.378 6.256
H -3.846 0.267 3.344
C -6.566 -6.209 1.835
C -7.129 -6.331 3.242
C -7.073 -7.761 3.754
O -8.461 -5.822 3.304
H -7.152 -6.818 1.141
H -6.606 -5.174 1.494
H -5.531 -6.548 1.793
H -6.560 -5.685 3.914
H -7.673 -8.414 3.114
H -7.472 -7.821 4.767
H -6.050 -8.139 3.758
H -9.013 -6.359 2.726
```

Properties
- Calculated total energy: -1835.9015 Eh
- SMILES string: CC[C@H](C)B1OB(C[C@H](O)CN)OB(B(N)O)O1.CC(C)O.CC(C)O.CC(C)O.CC(C)O.CC(C)O
- LUMO energy: 0.02167 hartree
- F_max: 1.1 eV/Å



7.
ORCA calculation (ωB97M-V with the def2-TZVPD basis set) on C3H6F2 in the gas phase.

Geometry as XYZ:
```
11
Properties=species:S:1:pos:R:3
C 1.344 0.722 -0.074
C 0.043 -0.021 -0.030
C -1.233 0.864 -0.060
H 2.025 0.395 0.702
H 1.847 0.468 -1.016
H 1.172 1.808 0.031
H -1.499 1.291 -1.016
H -0.961 1.791 0.509
H -2.111 0.380 0.370
F -0.055 -0.747 1.155
F -0.100 -0.977 -0.999
```

Properties
- Calculated total energy: -317.6413 Eh
- Relative energy (zero: lowest compared OMol25 entry of this formula, charge and spin): 1.4 kcal/mol
- SMILES string: CC(C)(F)F
- LUMO energy: 0.03694 hartree
- F_max: 2.6 eV/Å



8.
ORCA calculation (ωB97M-V with the def2-TZVPD basis set) on a molecular structure, C2H2N2O2S.

Geometry as XYZ:
```
9
Properties=species:S:1:pos:R:3
C 1.110 -0.879 -0.965
C -1.934 -1.568 0.437
N 0.988 -0.440 0.163
N -1.742 -0.394 0.007
O 0.918 -1.352 -1.983
O -1.939 0.778 -0.164
S -3.075 -1.305 1.687
H -1.617 -2.535 0.169
H 1.563 0.104 0.670
```

Properties
- Calculated total energy: -735.4184 Eh
- Relative energy (zero: lowest compared OMol25 entry of this formula, charge and spin): 106.0 kcal/mol
- LUMO energy (alpha / beta): -0.04415 / -0.06977 hartree
- F_max: 3.7 eV/Å



9.
ORCA calculation (ωB97M-V with the def2-TZVPD basis set) on C4H9N3S in the gas phase.

Geometry as XYZ:
```
17
Properties=species:S:1:pos:R:3
C 0.937 -1.330 -0.965
C 0.083 0.889 -0.556
C 1.487 1.681 -0.444
C -1.858 -0.777 0.964
H 1.951 -0.902 -0.994
H 1.088 -2.194 -0.364
H 0.463 -1.705 -1.912
H -0.666 1.637 -0.259
H -0.117 1.003 -1.732
H 2.078 1.796 0.591
H -2.956 -1.027 0.948
H -0.306 0.057 1.852
H -1.717 0.000 2.992
N 0.119 -0.444 -0.089
N -1.283 -1.043 -0.135
N -1.321 0.012 1.994
S 2.020 2.347 -1.890
```

Properties
- Calculated total energy: -720.1436 Eh
- Relative energy (zero: lowest compared OMol25 entry of this formula, charge and spin): 81.4 kcal/mol
- SMILES string: CN(CC=S)/N=C\N
- LUMO energy: -0.01511 hartree
- F_max: 5.0 eV/Å



10.
ORCA calculation (ωB97M-V with the def2-TZVPD basis set) on 2 unconnected molecules or ions with the total composition C51H60N3O2.

Geometry as XYZ:
```
116
Properties=species:S:1:pos:R:3
C 3.153 -2.977 2.833
C 2.552 -2.173 1.692
C 2.471 -2.985 0.395
C 3.307 -0.860 1.481
C 4.598 -0.898 0.951
C 5.242 0.273 0.563
C 4.595 1.502 0.698
C 3.322 1.579 1.257
C 2.609 2.917 1.409
C 2.962 3.928 0.316
C 2.830 3.501 2.800
C 2.711 0.394 1.714
N 1.370 0.457 2.245
N 0.365 0.788 1.397
N -0.769 0.554 2.096
C -2.052 0.509 1.430
C -2.669 -0.731 1.195
C -1.947 -2.063 1.430
C -1.695 -2.795 0.109
C -2.685 -2.955 2.421
C -3.954 -0.739 0.650
C -4.579 0.453 0.290
C -3.909 1.667 0.443
C -2.628 1.707 0.993
C -1.901 3.044 1.153
C -2.514 3.865 2.285
C -1.840 3.832 -0.156
C -0.489 0.242 3.401
C -1.558 0.100 4.378
C 0.885 0.146 3.541
C 1.624 -0.139 4.686
H 3.060 -2.414 3.769
H 2.624 -3.929 2.958
H 4.218 -3.186 2.657
H 1.530 -1.903 1.978
H 1.999 -2.388 -0.395
H 3.470 -3.282 0.049
H 1.868 -3.888 0.543
H 5.082 -1.868 0.813
H 6.243 0.229 0.132
H 5.087 2.414 0.357
H 1.540 2.690 1.294
H 2.833 3.484 -0.678
H 2.295 4.796 0.386
H 3.996 4.285 0.413
H 2.548 2.775 3.570
H 3.889 3.754 2.942
H 2.231 4.408 2.939
H -0.970 -1.815 1.864
H -1.152 -2.147 -0.590
H -1.093 -3.696 0.277
H -2.643 -3.091 -0.362
H -2.812 -2.453 3.387
H -3.681 -3.222 2.040
H -2.117 -3.878 2.593
H -4.455 -1.699 0.496
H -5.587 0.436 -0.125
H -4.380 2.606 0.139
H -0.869 2.792 1.425
H -2.524 3.286 3.217
H -1.934 4.780 2.455
H -3.549 4.147 2.047
H -1.328 3.242 -0.924
H -2.843 4.083 -0.523
H -1.278 4.761 -0.010
H -1.112 0.068 5.376
H -2.265 0.946 4.347
H -2.132 -0.826 4.229
H 1.263 0.344 5.578
H 2.660 -0.429 4.548
C 5.857 2.169 13.684
O 5.284 0.878 13.378
C 4.317 0.812 12.423
C 3.959 -0.474 11.952
C 3.115 -0.602 10.868
C 2.500 0.527 10.278
C 1.586 0.391 9.142
C 1.795 -0.646 8.199
C 0.900 -1.069 7.217
C 0.909 -2.397 6.650
C -0.229 -2.875 5.951
C -0.161 -4.037 5.191
C 1.013 -4.803 5.190
C 2.107 -4.402 5.968
C 2.061 -3.216 6.698
C 0.465 1.321 9.045
C -0.201 1.755 10.221
C -1.266 2.620 10.174
C -1.712 3.119 8.926
O -2.763 3.977 8.955
C -3.264 4.508 7.711
C -1.059 2.715 7.736
C 0.007 1.831 7.811
C 2.806 1.801 10.821
C 3.699 1.958 11.865
H 6.611 1.950 14.440
H 6.327 2.616 12.795
H 5.100 2.856 14.090
H 4.394 -1.341 12.443
H 2.880 -1.593 10.482
H 2.745 -1.176 8.299
H -0.027 -0.509 7.092
H -1.160 -2.302 6.003
H -1.028 -4.349 4.605
H 1.071 -5.712 4.591
H 3.011 -5.012 5.997
H 2.927 -2.897 7.280
H 0.128 1.385 11.191
H -1.782 2.946 11.074
H -4.091 5.149 8.020
H -2.495 5.100 7.192
H -3.629 3.705 7.052
H -1.382 3.097 6.763
H 0.537 1.570 6.897
H 2.351 2.695 10.395
H 3.934 2.956 12.245
```

Properties
- Calculated total energy: -2293.7900 Eh
- Relative energy (zero: lowest compared OMol25 entry of this formula, charge and spin): 41.7 kcal/mol
- Total charge: +1
- LUMO energy: -0.15976 hartree
- F_max: 2.7 eV/Å